Formula: C25H43N10NaO7
Source: OMol25
Level of theory: ωB97M-V/def2-TZVPD

Properties
E_LUMO (spin up / spin down): 3.44 / 3.44 eV
Charge: -2
Highest occupied orbital energy (spin up / spin down): 0.16 / -0.19 eV
Frontier orbital gap (spin up / spin down): 0.12045 / 0.13334 Eh

```
86
Properties=species:S:1:pos:R:3:forces:R:3:mulliken_charge:R:1
Na 0.887266 -0.104652 0.182521 -0.2800 -0.1913 0.2538 0.990
O 3.248869 -3.224464 -6.216371 0.3278 -0.1360 0.6471 -0.695
O -1.215865 -4.636135 -2.035243 -1.5038 -1.5562 -1.3069 -0.867
O -0.107571 -1.137041 -1.476435 -1.6243 1.2879 1.9678 -0.679
O 2.085122 1.132211 -3.837524 0.3934 0.2185 0.4423 -0.801
O -0.090617 -3.962336 -0.262846 0.5351 0.6232 -0.1257 -0.895
O 2.138840 -4.971697 -5.568469 1.1370 0.9127 0.2518 -0.685
O 2.126513 0.652164 -1.555749 0.1766 0.8671 -1.0118 -0.812
N 2.425092 -1.932583 0.819526 -0.1474 1.3152 -0.2380 0.070
N -0.398661 -3.842102 -1.558677 0.6977 0.9038 1.4275 1.125
N 0.510578 2.384263 -0.074419 0.2840 -0.1675 -0.5339 0.466
N 1.809328 0.396862 -2.840633 -0.9110 -3.1173 0.8639 0.779
N 2.341680 -3.133276 0.279458 -0.3920 -1.4976 -1.1080 0.244
N -1.809708 2.912993 -0.394212 -2.1413 0.6749 1.1890 1.632
N 0.539728 0.560412 2.927921 -0.5989 -0.1781 0.7717 -0.020
N -1.082603 -1.540589 1.877718 0.0471 0.5514 0.4309 0.408
N -2.131048 0.518476 -0.465541 1.2104 -0.6282 -0.3259 1.020
N 2.526725 -3.788643 -5.392562 -2.1481 -0.0688 -1.0996 0.949
C -2.508130 -1.435297 2.173445 0.6575 0.7102 -0.4903 -0.613
C 0.638816 -1.745434 -2.236741 0.6153 -1.0881 -0.4282 0.582
C -0.473990 3.314662 -0.617593 1.5448 -1.1361 -1.3760 -2.230
C 3.704898 -1.695860 1.041555 0.8609 -1.3858 0.7793 0.394
C -4.213949 3.494605 0.007025 0.9019 0.5527 -0.4661 -1.911
C 4.158524 -0.422612 1.702489 1.1554 -1.4206 -0.5905 -0.921
C -3.312167 0.053393 0.158581 -1.0025 0.3298 1.0208 -0.316
C 1.270585 2.779789 1.111140 -0.3906 0.1216 -0.2996 -0.730
C -0.160559 -1.831954 2.933887 -0.2451 1.0456 0.4306 -0.221
C 1.054167 -3.834026 -3.496906 0.4322 3.7078 1.3754 -0.684
C -2.502364 4.748052 1.088643 3.4322 1.1304 0.5695 -1.772
C 4.469947 -2.864777 0.693504 -0.9563 0.8702 0.0032 -1.311
C -0.453846 1.603309 2.667951 -0.8800 -0.3126 0.4850 0.425
C 1.867765 -3.025696 -4.336576 0.8187 -1.9206 -0.9393 -0.424
C 3.515590 -3.740908 0.187174 1.5563 -0.7519 0.6355 0.918
C 0.516570 -3.157227 -2.386177 0.1775 -1.6930 -1.7683 -0.472
C 3.802199 -5.189553 -0.215266 -1.6130 1.2205 -1.0382 -1.215
C 1.587546 -1.095552 -3.038986 1.0837 2.8081 -1.6529 -0.154
C -2.790612 4.934024 -1.399721 -1.8552 -0.9291 -1.0565 -1.900
C 0.077399 -0.581498 3.796145 0.9106 0.3299 -0.1643 -1.115
C -3.295988 -1.350509 0.860970 -0.3542 1.5438 -0.1984 -1.370
C -2.769166 4.031653 -0.207500 -0.6521 -1.5298 0.2669 1.633
C 0.273066 2.891320 2.332347 0.4321 0.4747 -0.8957 -0.850
C -2.259181 1.781734 -1.165158 2.2456 -0.9406 -0.4329 -2.203
C 2.131953 -1.663361 -4.172974 -0.6982 -0.6685 2.0808 -0.830
H -1.651240 1.795547 -2.086419 0.2150 -0.6329 0.2286 0.214
H -3.615615 5.614549 -1.299043 -0.5881 0.5613 -0.0710 0.516
H -0.377265 4.323769 -0.279221 0.4815 0.7166 0.5862 0.626
H -4.667598 3.172581 -0.897573 -0.2340 -0.7850 -0.8266 0.550
H -4.168037 2.731634 0.740943 -0.2166 -0.8829 0.5651 0.331
H -2.961636 4.354592 -2.340531 0.1216 0.2951 0.7165 0.323
H 2.059957 1.998688 1.251616 -0.4660 0.8296 0.0919 0.097
H -2.953779 -2.082921 0.146897 0.1659 -0.5095 -0.1374 0.499
H 1.231705 1.083469 3.447793 0.4865 -0.4043 0.2437 0.295
H -0.516694 -2.706240 3.516423 0.4872 0.1984 0.2290 0.515
H 0.988222 -0.847970 4.321670 0.0690 0.0097 0.7533 0.475
H 0.734010 3.224902 3.261984 0.6353 0.1465 0.0177 0.618
H -1.945863 5.509080 -1.535244 2.1248 1.1416 -0.1914 0.387
H -1.520960 5.351762 1.056153 -0.9698 -0.8944 -0.2284 0.353
H -0.789569 -2.126754 1.132714 -0.7387 -0.8732 -1.3884 -0.166
H -1.605788 -0.247358 -0.924973 -0.2075 0.9154 -0.0676 -0.027
H -0.216490 3.353584 -1.716256 -0.4283 0.0388 0.5276 0.272
H -4.129968 0.132401 -0.582925 -0.3863 -0.6066 0.1324 0.455
H -4.353863 -1.523686 1.082203 0.0404 -0.2788 -0.0397 0.477
H -2.689778 -0.532806 2.790440 0.2040 0.1652 -0.4623 0.287
H 3.323603 0.053924 2.128530 -1.1663 0.8826 0.3232 -0.054
H 4.594886 0.152304 0.877185 0.2086 0.4396 0.6612 0.233
H 0.844069 -4.830758 -3.727457 -0.2261 -1.1759 -0.1194 0.713
H -3.224756 1.918456 -1.564887 -1.6128 0.2512 -0.0576 0.640
H -3.622354 0.794869 0.933227 0.1695 -0.3622 -0.0738 -0.059
H 1.044859 1.890556 -0.856912 0.0216 0.8061 1.1534 0.257
H -0.701320 -0.306297 4.555654 0.2919 -0.0826 -0.7717 0.325
H -2.273567 4.043022 1.947872 -1.2949 0.8929 -0.8837 0.241
H 0.852362 -1.975015 2.499435 -0.9008 -0.5273 0.0536 -0.149
H -2.934843 -2.185208 2.843794 0.2173 -0.9316 -0.1549 0.458
H 4.801067 -5.377518 0.167817 0.0755 -0.4584 -0.5810 0.373
H 3.601426 -5.285832 -1.317406 1.0107 -0.0076 0.7643 0.186
H 5.526516 -3.057405 0.777917 0.0535 0.1324 0.0551 0.384
H -1.119191 1.265017 1.896734 -0.2279 -0.0280 -0.7883 -0.780
H 3.070660 -5.900151 0.176283 0.1268 0.1861 0.5179 0.285
H -3.183398 5.578532 1.179028 -0.8382 -0.1564 0.7889 0.594
H 2.739692 -1.012408 -4.737508 0.6276 0.1186 -1.0006 0.647
H -0.376827 3.735064 2.047464 -0.0641 -0.6678 0.2591 0.087
H -1.122308 1.725220 3.566788 0.4968 0.2635 -0.3713 0.498
H 1.751323 3.797903 0.941268 -0.1727 -0.9447 0.4438 0.378
H -4.889917 4.258444 0.338659 -0.0576 0.7685 0.4924 0.486
H 1.464491 -3.500643 -0.202441 -0.6241 0.2791 1.1775 -0.087
H 4.851034 -0.643038 2.552582 -0.1503 0.2893 -0.9132 0.310
```
Forces are in eV/Å.

***

Formula: C25H43N4O9P2S2Si3Ti
Source: OMol25
Level of theory: ωB97M-V/def2-TZVPD

Properties
Energy above the lowest of the compared OMol25 structures with the same formula, charge and spin: 0.0 kcal/mol
E_LUMO: -3.52 eV
Charge: +1
Highest occupied orbital energy: -10.56 eV
Frontier orbital gap: 0.25875 Eh

```
89
Properties=species:S:1:pos:R:3:forces:R:3:mulliken_charge:R:1
Ti 0.835910 0.749701 -0.316106 1.1932 -0.4881 0.2921 -1.061
S 0.999135 3.546835 -2.394851 0.0878 -0.3379 0.4058 1.295
S 1.089414 4.722852 0.768042 -0.0215 0.0091 -0.0012 -0.139
P -2.314596 1.972996 -0.177872 0.1837 -0.1844 -0.0501 0.537
P -1.675521 -0.862674 0.116144 0.2934 0.2891 0.1594 1.339
Si 2.421331 -1.403341 1.412380 0.0111 -0.0869 -0.3012 0.915
Si 3.154087 -0.497867 -1.577307 -0.1014 0.1967 0.2248 0.857
Si 4.114295 1.118325 0.953571 -0.2241 -0.1153 -0.0743 1.286
O 0.107547 4.557748 -1.901933 -0.0403 0.0315 -0.1613 -0.721
O -1.613684 -1.147807 -1.330239 -0.1946 0.0421 -0.0233 -0.878
O -4.060878 0.010742 -0.521122 -0.0467 -0.0055 -0.0478 -0.613
O -2.019160 2.876635 1.083247 0.0831 -0.0794 -0.0146 -0.603
O -2.049851 -2.085686 1.041968 -0.0040 0.0353 0.1181 -0.681
O -0.366375 -0.221221 0.738374 -0.6954 -0.2822 -0.1083 -0.243
O -3.434711 2.787348 -0.915459 0.0147 0.0456 0.0661 -0.566
O -1.074703 1.725665 -0.968233 -0.0807 0.1389 0.1043 -0.570
O 0.596190 2.612775 -3.398731 -0.0416 0.0812 -0.1138 -0.807
N 1.022533 2.200363 1.117693 -0.1023 0.1125 -0.3384 0.872
N 0.904221 -2.335003 -0.702894 0.1088 -0.0127 0.0101 0.671
N 6.134902 6.006486 -3.865101 0.0938 -0.0091 0.0005 -0.496
N 1.445824 2.593511 -1.065326 -0.3174 0.5851 0.1763 -0.140
C 1.609014 -1.006517 3.044510 -0.0619 0.0540 0.1137 -1.170
C 2.488950 4.299372 -2.862315 0.1714 0.0783 -0.1122 -0.431
C 3.305646 3.689209 -3.812041 -0.0090 0.0775 0.0339 -0.271
C 4.381814 0.654731 -2.378549 0.0233 0.0233 -0.0546 -1.024
C 1.306829 -2.660902 0.531767 0.0758 -0.1049 0.0088 0.147
C 0.208296 -4.790163 0.368142 -0.0175 -0.0477 -0.0023 -0.945
C -3.019150 0.357214 0.379087 0.0145 0.0511 0.0329 1.020
C 0.763426 2.750908 2.351624 0.0889 0.0244 0.0276 -1.111
C 1.205254 3.117291 0.173046 0.2432 0.0945 -0.1869 0.014
C 0.186523 -3.205688 -1.410339 0.0445 -0.0608 -0.0187 -0.255
C 4.927160 5.455808 -3.550562 0.0159 0.0560 -0.0179 1.010
C 0.802720 4.094507 2.351860 -0.0270 -0.0835 0.1082 -0.773
C 2.879125 5.501790 -2.274976 0.0251 -0.0115 -0.0528 -0.433
C -0.182538 -4.447907 -0.919465 0.0093 0.0005 -0.0039 -1.069
C 4.511968 4.259995 -4.152342 -0.0751 -0.0438 0.0098 -0.772
C 2.688348 0.045803 0.197913 -0.1987 0.0803 0.0447 1.839
C 3.895140 -2.197386 -1.734849 -0.0490 -0.1376 -0.0105 -1.141
C 3.983998 -2.369891 1.781421 -0.0162 -0.0132 0.0782 -1.495
C 4.086564 6.071279 -2.611117 -0.0306 -0.0306 -0.0020 -0.899
C 1.605190 -0.222156 -2.649041 -0.2161 0.3337 0.2082 -1.192
C 3.764193 1.477425 2.767394 0.0567 0.0253 0.0476 -1.356
C 0.963244 -3.887883 1.100052 0.0031 0.0539 -0.0598 -0.710
C 5.741198 0.183784 0.950460 0.0484 0.0023 0.0327 -1.480
C 4.487041 2.740436 0.082216 0.0070 0.0463 0.0219 -0.825
C -3.571627 0.414951 1.792477 -0.0956 -0.0313 0.0061 -1.860
H 1.707434 0.667227 -3.268733 -0.0272 -0.1147 -0.0592 0.229
H -3.591244 2.567629 -1.841006 -0.0695 -0.0774 -0.0978 0.379
H 3.771402 3.086513 -0.652881 -0.1331 0.0219 -0.0630 -0.181
H 3.698251 -3.408333 1.959879 0.0016 -0.0462 0.0603 0.517
H -3.977048 -0.560364 2.056017 0.0052 0.0019 -0.0120 0.356
H 5.365421 0.649488 -1.917302 0.1127 -0.0268 0.0420 0.425
H 3.437920 -2.982476 -1.138464 -0.0280 0.0030 0.0047 0.222
H 3.838793 -2.496095 -2.784057 0.0203 -0.0233 -0.0416 0.435
H -2.761483 3.394590 1.415168 -0.0740 0.0842 0.0133 0.311
H 0.576484 2.109141 3.196429 -0.0269 0.0136 0.0264 0.547
H 5.984883 -0.314429 0.014771 0.0128 -0.0341 -0.1115 0.335
H 4.384618 7.009998 -2.163503 0.0084 0.0239 0.0203 0.354
H 6.530208 0.915151 1.142072 0.0267 0.0456 -0.0105 0.457
H -3.665678 -0.476249 -1.263121 0.0119 -0.0069 -0.0274 0.406
H 2.981476 2.777268 -4.292228 -0.0300 -0.0280 -0.0257 0.577
H -0.132547 -2.880798 -2.391590 0.0169 -0.0250 -0.0283 0.364
H 4.695703 -2.364005 0.961284 0.0188 -0.0418 -0.0733 0.301
H 5.445438 2.645754 -0.428487 0.0538 0.0235 -0.0167 0.480
H 2.346252 -0.776952 3.812005 0.0019 -0.0053 0.0401 0.374
H 2.747336 1.293107 3.090042 -0.0738 0.0019 -0.0135 0.139
H 5.139588 3.790111 -4.897866 0.0255 -0.0152 -0.0178 0.334
H 4.503747 0.313893 -3.411010 0.0179 0.0028 -0.0466 0.511
H 5.792853 -0.555075 1.744562 0.0383 -0.0106 0.0246 0.448
H 0.616472 -0.139591 -2.158225 -0.3077 -0.1126 -0.4470 0.543
H 4.029509 1.682827 -2.410325 -0.0206 0.0144 0.0194 -0.163
H 4.418816 0.867475 3.392468 0.0227 -0.0070 0.0461 0.369
H -0.761125 -5.125129 -1.531054 -0.0127 -0.0128 -0.0169 0.434
H -4.382885 1.143024 1.844923 0.0007 0.0069 0.0021 0.487
H 0.649556 4.752055 3.188967 -0.0038 0.0481 0.0340 0.556
H 4.492451 -2.009645 2.675042 0.0048 0.0111 0.0411 0.370
H 4.595671 3.518409 0.841054 0.0188 0.0374 -0.0013 0.493
H 6.638997 5.667783 -4.665107 -0.0218 0.0112 0.0102 0.210
H 0.888618 -0.191652 2.989303 -0.0198 -0.0136 -0.0336 -0.045
H 1.411325 -1.088284 -3.283034 0.1237 -0.0671 0.0348 0.594
H 1.289498 -4.137834 2.100809 0.0172 -0.0034 0.0518 0.492
H -1.687580 -2.928837 0.728094 -0.0009 -0.0496 -0.0089 0.358
H -0.062685 -5.750530 0.787909 -0.0103 -0.0044 0.0032 0.434
H 4.952418 -2.134536 -1.473208 0.0617 -0.0286 0.0069 0.314
H 3.986217 2.523641 2.982479 0.0437 0.0312 0.0275 0.453
H 1.059207 -1.895002 3.362897 -0.0146 -0.0279 0.0484 0.599
H 2.223925 6.005443 -1.578952 -0.0369 -0.0001 0.0228 0.570
H -2.801570 0.686164 2.512761 0.0365 -0.0019 0.0019 0.333
H 6.343521 6.944731 -3.574896 -0.0212 -0.0002 -0.0051 0.210
```
Forces are in eV/Å.